Entry from the OMol25 dataset: a 6-piece molecular cluster, H12O6 overall at a distorted geometry (ωB97M-V/def2-TZVPD).

Positions of all 18 atoms, in Å:
O1 -1.0636 2.3347 0.9766
H1 -1.3276 3.2387 1.1186
H2 -1.8946 1.8347 0.9336
O2 0.1564 -0.6203 1.1176
H3 0.5884 0.1557 0.7356
H4 -0.2316 -0.1813 1.8926
O3 -1.4846 -2.1903 -0.2174
H5 -0.9846 -1.7503 0.4286
H6 -0.8346 -2.7483 -0.7204
O4 -1.4196 0.2517 -1.4344
H7 -1.2456 0.3847 -2.3834
H8 -1.3206 -0.6503 -1.2664
O5 2.5414 -1.5433 -0.4694
H9 2.0774 -1.1813 0.2616
H10 1.8484 -2.0833 -0.8754
O6 1.7764 1.4647 0.2246
H11 1.8644 1.4337 -0.7134
H12 0.9534 1.8507 0.3916

Cartesian forces (eV/Å) of the 2 atoms listed first:
-0.119 -0.629 0.101
-0.092 0.501 0.111

Values from the calculation:
Kohn-Sham gap, eV: 11.490
Spin multiplicity: 1
LUMO energy, eV: 0.30
DFT total energy, eV: -12479.860
Molecular weight, g/mol: 108.09